# 1
This record from the OMol25 dataset describes a gas-phase ion, C10H15N2O2 (charge +1) in a non-equilibrium geometry. The level of theory is ωB97M-V/def2-TZVPD.

The SMILES is Cc1cc(OCC#CC[NH+](C)C)no1. The total energy comes out at -17678.26540 eV. The value obtained for the LUMO energy is -2.47 eV. For the frontier orbital gap, the calculation gives 10.2 eV. For the energy above the lowest of the compared OMol25 structures with the same formula, charge and spin, the calculation gives 2.905 eV.

Geometry as ORCA input:
```
! RIJCOSX wB97M-V def2-TZVPD def2/J DEFGRID3
* xyz 1 1
C -1.56586 -2.16491 -1.25580
H 2.44009 -0.76343 -3.27422
H -1.15437 -1.13086 1.92621
C -0.36198 -1.61276 -1.85485
H 3.69640 1.99770 0.54895
H -1.25661 -0.39463 -0.30104
N 0.63276 1.11364 -0.28241
H -0.26857 -2.28066 0.87410
C 1.66765 2.23071 1.36434
H -3.42211 -0.49220 1.03761
C -1.25220 -1.89231 1.10905
H 2.94145 3.38110 2.63101
C 1.90066 3.02866 2.61466
H 1.25907 3.91023 2.68172
H -2.40160 -2.14547 -1.97149
H -3.87572 -1.77028 -0.13463
C 1.90295 1.15099 -0.54101
C 0.60507 -0.98389 -2.20195
O 2.51854 0.48919 -1.58481
N -1.79921 -1.26176 -0.09966
O 0.44407 1.86033 0.90797
C 2.60157 1.88439 0.47536
H -3.57967 -0.20877 -0.74921
H 1.35203 0.62698 -3.31270
H 1.76924 2.39808 3.49249
C 1.74530 -0.13598 -2.65532
C -3.23298 -0.89714 0.01449
H -1.40741 -3.22628 -0.93064
H -1.89856 -2.71067 1.47175
*
```

=====

# 2
This record from the OMol25 dataset describes C10H15N2P in the gas phase in a non-equilibrium geometry. The level of theory is ωB97M-V/def2-TZVPD.

The total energy comes out at -22876.61309 eV. The value obtained for the LUMO energy (alpha / beta) is 0.54 / -0.55 eV. For the frontier orbital gap (alpha / beta), the calculation gives 7.1 / 5.6 eV. For the energy above the lowest of the compared OMol25 structures with the same formula, charge and spin, the calculation gives 3.240 eV.

Geometry as ORCA input:
```
! RIJCOSX wB97M-V def2-TZVPD def2/J DEFGRID3
* xyz 0 1
H -0.81856 -0.43325 -1.94992
P -0.34415 0.82009 1.30430
N -1.45494 -0.71965 -1.19487
C -1.99546 -2.25337 0.73716
C 1.26812 0.47382 0.48050
H -2.72388 0.11631 0.08312
H 3.86425 -1.22816 1.63000
H -2.47406 -1.53559 1.22785
C 2.92681 0.21470 -1.31559
C 3.86722 -0.32937 -0.44794
C 1.67037 0.66210 -0.88354
H -2.59776 2.31847 1.40135
C 3.39429 -0.60531 0.84565
H -0.55894 -2.45762 -0.72528
H -0.83188 1.78040 -1.03839
H 2.93787 0.37136 -2.41461
H 1.04474 1.09268 -1.58303
H -2.85136 -3.03425 0.31201
C -1.31430 1.53726 -0.10180
N -2.09962 0.37431 -0.67241
H 4.75086 -0.50330 -0.93308
H -3.15518 2.53011 -0.21647
H 1.90550 -0.61536 2.27869
H -1.75523 3.56512 0.49446
C -2.20846 2.64289 0.43053
C 2.15277 -0.29349 1.24628
H -1.43363 -2.73230 1.39977
C -1.16537 -1.75859 -0.39474
*
```

=====

# 3
This record from the OMol25 dataset describes C10H15N3O2S in the gas phase in a non-equilibrium geometry. The level of theory is ωB97M-V/def2-TZVPD.

The SMILES is CCCC(=O)Nc1nnc([C@@H]2CCCO2)s1. The total energy comes out at -30013.61800 eV. The value obtained for the LUMO energy is 0.55 eV. For the frontier orbital gap, the calculation gives 9.5 eV. For the energy above the lowest of the compared OMol25 structures with the same formula, charge and spin, the calculation gives 0.775 eV.

Geometry as ORCA input:
```
! RIJCOSX wB97M-V def2-TZVPD def2/J DEFGRID3
* xyz 0 1
H 2.97149 -1.88090 4.14306
C 2.94554 -1.10621 0.73774
C -2.55579 0.81219 -1.15810
N 2.11397 -1.29895 -0.34996
H 0.68300 -1.58152 2.14127
C 0.87640 -0.85453 -0.70666
H 1.90735 0.58543 1.54640
H 1.52889 -2.89282 4.04732
H -4.41682 2.87459 -1.52631
C -2.96643 2.73894 0.06861
H -3.35934 0.11108 -1.42719
O -2.82333 1.33025 0.13514
N 0.33934 -1.26006 -1.81423
H -2.94047 1.74370 -3.10108
C 1.47570 -1.16051 2.76287
C 2.42014 -0.30934 1.90026
H 2.52230 -1.89916 -1.06264
C 2.22095 -2.28598 3.46850
H 2.72409 -2.92629 2.74824
H 1.00501 -0.51140 3.50353
H -1.50459 2.35541 -2.26518
N -0.85575 -0.74325 -2.05093
H -3.11069 4.07059 -1.66044
O 4.04103 -1.61473 0.70944
H -2.01353 3.22145 0.32936
C -2.53046 2.00821 -2.13080
H 3.27863 -0.00733 2.50230
C -1.26914 0.06651 -1.14939
H -3.72273 3.03015 0.79933
S -0.14141 0.27835 0.17743
C -3.35128 3.04952 -1.37560
*
```

=====

# 4
This record from the OMol25 dataset describes 2 unconnected molecules or ions with the total composition C10H15NO2 in a non-equilibrium geometry. The level of theory is ωB97M-V/def2-TZVPD.

The SMILES is Cc1ccc(O)cc1.CCC(N)=O. The total energy comes out at -16198.15192 eV. The value obtained for the LUMO energy is 0.73 eV. For the frontier orbital gap, the calculation gives 8.7 eV. For the energy above the lowest of the compared OMol25 structures with the same formula, charge and spin, the calculation gives 0.941 eV.

Geometry as ORCA input:
```
! RIJCOSX wB97M-V def2-TZVPD def2/J DEFGRID3
* xyz 0 1
O 2.52445 1.77107 -0.98371
H 3.09814 -2.63072 -0.69299
C -2.93267 2.38876 -1.47769
H 1.50285 -4.00121 0.68628
H -1.05216 1.30255 -1.62232
H -3.85453 0.86588 0.80788
H 1.33985 1.50651 1.40807
H -3.42185 1.98868 -2.35816
H 3.03141 -0.47272 -2.02930
H 2.08613 -3.39941 2.26105
C 2.18810 0.61142 -0.32283
H -3.40991 -0.68735 1.09183
N -3.17293 0.17444 0.59052
H 0.37459 -3.11820 1.69739
C 1.53880 0.56563 0.87971
C -1.78532 1.59492 -0.89388
H -2.63882 3.43400 -1.69223
C 2.49069 -1.78576 -0.39709
O -1.45499 -0.71884 -0.54032
C 1.77767 -1.84556 0.78399
H -3.62058 2.56470 -0.60227
C 1.44125 -3.18294 1.41562
C -2.18234 0.23161 -0.31525
H 0.87889 -0.68947 2.45595
H -1.26284 2.16032 -0.11751
C 2.59029 -0.55050 -1.03017
H 2.59784 2.60696 -0.47055
C 1.32798 -0.68477 1.46796
*
```